No. 1
The following is a DFT calculation (the ωB97M-V functional and the def2-TZVPD basis) of one molecule with the formula CBrClF3N at a distorted geometry.

Last column: Löwdin charge in e.
Element x y z (Å)
C: 0.133 0.381 0.440  -0.907
N: -0.653 -0.278 -0.517  -0.732
F: 1.472 0.160 0.275  0.071
F: -0.037 1.734 0.479  0.111
F: -0.130 0.027 1.667  0.145
Cl: -0.466 -2.219 -0.141  0.488
Br: -0.319 0.197 -2.203  0.824

## Properties
SMILES: FC(F)(F)N(Cl)Br
Molecular weight: 198.369 g/mol
ΔE to the lowest compared entry with this formula, charge and spin: 6.0 kcal per mole
Orbital gap: 0.3142 Ha
E_tot: -93242.075 eV

***

No. 2
The following is a DFT calculation (the ωB97M-V functional and the def2-TZVPD basis) of a 2-piece molecular cluster, C3H7NOS overall at a distorted geometry.

Last column: Löwdin charge in e.
Element x y z (Å)
C: 0.809 -1.705 -0.180  -0.136
C: -1.761 0.134 0.174  -0.117
C: -1.340 1.159 -0.471  -0.164
N: 1.479 -0.826 -0.845  -0.400
O: 1.771 0.710 1.249  -0.430
S: 1.811 0.687 -0.410  0.857
H: 0.762 -2.507 -0.883  0.060
H: 0.426 -1.773 0.788  0.054
H: 2.210 1.541 1.448  0.019
H: -2.363 0.220 1.061  0.047
H: -1.435 -0.917 -0.296  0.084
H: -1.507 2.214 -0.146  0.068
H: -0.863 1.064 -1.490  0.057

## Properties
SMILES: C=NSO.C=C
Molecular weight: 105.162 g/mol
ΔE to the lowest compared entry with this formula, charge and spin: 93.2 kcal per mole
Orbital gap: 0.3201 Ha
E_tot: -17593.888 eV

***

No. 3
The following is a DFT calculation (the ωB97M-V functional and the def2-TZVPD basis) of a 2-piece molecular cluster, C6H14O2 overall at a distorted geometry.

Last column: Löwdin charge in e.
Element x y z (Å)
C: 0.080 0.455 -1.816  -0.236
O: 1.073 -0.555 -2.131  -0.084
C: 0.434 1.152 -0.530  -0.185
C: 0.344 0.220 0.688  -0.170
C: -1.066 -0.158 1.023  -0.381
C: -1.552 -1.382 0.874  0.041
C: -1.929 0.939 1.542  -0.071
H: 0.072 1.142 -2.656  0.111
H: -0.905 -0.013 -1.786  0.116
H: 0.658 -1.398 -1.922  0.083
H: -0.142 2.056 -0.350  0.103
H: 1.450 1.555 -0.628  0.121
H: 0.722 0.799 1.524  0.117
H: 1.066 -0.575 0.485  0.081
H: -0.962 -2.206 0.463  0.063
H: -2.582 -1.678 1.019  0.057
H: -2.930 0.643 1.849  0.077
H: -1.512 1.452 2.415  0.085
H: -2.071 1.738 0.820  0.073
H: 3.857 -1.809 -0.009  0.038
H: 2.853 -1.080 -0.903  0.027
O: 3.043 -1.298 0.028  -0.068

## Properties
SMILES: C=C(C)CCCO.O
Molecular weight: 118.176 g/mol
ΔE to the lowest compared entry with this formula, charge and spin: 29.8 kcal per mole
Orbital gap: 0.3702 Ha
E_tot: -10543.323 eV

***

No. 4
The following is a DFT calculation (the ωB97M-V functional and the def2-TZVPD basis) of a 2-piece molecular cluster, C5H9NO overall at a distorted geometry.

Last column: Löwdin charge in e.
Element x y z (Å)
C: 1.942 0.190 -0.241  -0.093
C: 0.661 -0.050 0.562  -0.215
C: -0.512 -0.770 -0.100  -0.379
O: -0.237 -2.094 -0.311  0.022
C: -1.832 -0.518 -0.277  -0.006
C: -2.095 1.754 0.751  -0.021
N: -1.248 2.173 0.024  0.008
H: 1.812 0.995 -0.972  0.070
H: 2.757 0.483 0.431  0.078
H: 2.267 -0.706 -0.781  0.074
H: 0.352 0.869 1.056  0.081
H: 0.904 -0.736 1.391  0.124
H: -0.613 1.819 -0.678  0.066
H: 0.626 -2.316 0.050  0.094
H: -2.467 -1.378 -0.108  0.072
H: -2.319 0.286 -0.796  0.027

## Properties
Molecular weight: 99.133 g/mol
ΔE to the lowest compared entry with this formula, charge and spin: 100.4 kcal per mole
Orbital gap: 0.3360 Ha
E_tot: -8864.858 eV

***

No. 5
The following is a DFT calculation (the ωB97M-V functional and the def2-TZVPD basis) of C28H46N8PS4Y as an isolated structure.

Last column: Löwdin charge in e.
Element x y z (Å)
Y: -0.551 0.311 -0.282  0.891
C: -1.291 1.028 3.270  -0.457
C: 0.211 1.200 3.417  -0.442
S: 1.094 1.401 1.832  0.869
C: 2.466 0.223 2.011  -0.467
C: 2.082 -1.241 2.171  -0.438
S: 0.935 -1.861 0.890  0.814
C: -0.368 -2.683 1.863  -0.469
C: -1.095 -1.807 2.874  -0.440
S: -1.837 -0.304 2.153  0.832
H: -1.744 0.857 4.247  0.111
H: -1.755 1.926 2.859  0.079
H: 0.406 2.093 4.012  0.107
H: 0.664 0.365 3.948  0.081
H: 3.092 0.388 1.134  0.069
H: 3.058 0.540 2.871  0.113
H: 2.981 -1.856 2.126  0.104
H: 1.617 -1.433 3.136  0.079
H: -1.053 -3.079 1.111  0.073
H: 0.083 -3.537 2.371  0.110
H: -1.900 -2.384 3.328  0.103
H: -0.440 -1.494 3.685  0.081
C: 4.328 2.620 -2.482  -0.011
C: 3.849 1.499 -1.813  -0.061
C: 2.512 1.443 -1.458  -0.104
C: 1.663 2.509 -1.749  -0.257
C: 2.141 3.631 -2.424  0.019
C: 3.473 3.675 -2.793  -0.011
N: 0.329 2.404 -1.264  -0.046
N: -0.344 3.447 -1.299  0.134
C: -1.643 3.367 -0.744  -0.291
C: -2.399 4.520 -0.796  0.057
C: -3.671 4.504 -0.233  0.028
C: -4.124 3.332 0.348  0.003
C: -3.296 2.218 0.351  -0.138
N: -2.064 2.218 -0.177  -0.004
H: 5.373 2.676 -2.758  0.133
H: 4.523 0.688 -1.567  0.124
H: 2.140 0.566 -0.924  0.044
H: 1.478 4.456 -2.645  0.124
H: 3.856 4.542 -3.314  0.133
H: -1.984 5.403 -1.261  0.142
H: -4.288 5.393 -0.246  0.143
H: -5.101 3.273 0.806  0.133
H: -3.633 1.291 0.798  0.082
C: 2.179 -2.016 -5.470  -0.081
N: 0.635 -2.044 -5.472  -0.058
C: 0.188 -3.484 -5.138  -0.080
N: 0.755 -3.901 -3.905  -0.137
C: 2.215 -3.845 -3.957  -0.121
N: 2.677 -2.483 -4.225  -0.136
C: 2.432 -1.567 -3.120  -0.295
P: 0.612 -1.398 -2.757  0.937
C: 0.064 -1.051 -4.502  -0.239
C: 0.198 -3.217 -2.746  -0.312
H: 2.483 -0.991 -5.677  0.153
H: 2.493 -2.668 -6.285  0.159
H: 0.307 -1.812 -6.412  0.193
H: 0.540 -4.106 -5.961  0.159
H: -0.901 -3.485 -5.110  0.153
H: 2.570 -4.504 -4.749  0.154
H: 2.629 -4.192 -3.012  0.148
H: 2.846 -0.585 -3.354  0.086
H: 2.945 -1.935 -2.228  0.107
H: 0.384 -0.054 -4.810  0.111
H: -1.024 -1.098 -4.562  0.098
H: -0.885 -3.343 -2.722  0.069
H: 0.605 -3.664 -1.837  0.095
C: -5.963 -3.502 1.116  -0.056
C: -5.969 -2.201 0.338  -0.198
N: -4.600 -1.950 -0.179  0.043
C: -4.136 -1.066 -1.041  -0.715
S: -2.423 -1.199 -1.490  0.560
N: -4.831 -0.117 -1.642  0.032
C: -6.293 0.132 -1.686  -0.198
C: -6.979 -0.658 -2.786  -0.052
H: -6.960 -3.696 1.507  0.101
H: -5.282 -3.453 1.968  0.082
H: -5.688 -4.344 0.479  0.094
H: -6.263 -1.371 0.980  0.126
H: -6.660 -2.264 -0.500  0.111
H: -3.914 -2.624 0.127  0.113
H: -4.299 0.393 -2.331  0.123
H: -6.398 1.202 -1.861  0.127
H: -6.717 -0.067 -0.708  0.101
H: -6.575 -0.403 -3.766  0.088
H: -8.042 -0.422 -2.795  0.101
H: -6.871 -1.734 -2.641  0.077

## Properties
Charge: +4
Molecular weight: 742.880 g/mol
ΔE to the lowest compared entry with this formula, charge and spin: 1.6 kcal per mole
Orbital gap: 0.2672 Ha
E_tot: -95344.125 eV

***

No. 6
The following is a DFT calculation (the ωB97M-V functional and the def2-TZVPD basis) of a 5-piece molecular cluster, C5H22N2O4 overall at a distorted geometry.

Last column: Löwdin charge in e.
Element x y z (Å)
C: 1.189 -1.022 0.007  -0.174
N: 1.033 -0.336 1.409  -0.282
C: 2.295 -0.539 2.049  -0.175
C: 0.607 1.099 1.531  -0.127
C: 0.031 -0.975 -0.932  -0.458
C: 0.500 -1.336 -2.353  -0.114
N: -0.880 -2.169 -0.571  0.008
H: 1.214 -2.150 0.424  0.152
H: 2.180 -0.775 -0.500  0.114
H: 2.068 -0.433 3.115  0.090
H: 2.713 -1.534 2.020  0.070
H: 2.988 0.032 1.526  0.055
H: 0.144 1.583 0.575  0.068
H: 1.370 1.873 1.801  0.076
H: -0.237 1.011 2.229  0.056
H: -0.464 0.049 -0.996  0.107
H: 1.465 -0.671 -2.394  0.086
H: 0.838 -2.367 -2.401  0.058
H: -0.296 -1.182 -3.124  0.073
H: -1.619 -2.155 -1.284  0.058
H: -1.366 -2.115 0.303  -0.035
H: -1.663 -2.400 2.792  0.109
H: -0.551 -1.521 2.106  0.018
O: -1.396 -1.947 1.907  -0.137
H: 0.125 3.359 -0.961  -0.035
H: 1.751 2.882 -0.633  -0.010
O: 1.031 3.508 -0.629  -0.168
H: -1.745 2.893 -2.474  -0.013
H: -0.311 3.138 -2.966  -0.060
O: -0.794 2.750 -2.298  -0.273
H: -2.721 -0.441 0.962  0.046
H: -2.348 0.823 0.170  0.021
O: -2.884 -0.026 0.023  -0.205

## Properties
Charge: -1
Molecular weight: 174.241 g/mol
Orbital gap (spin up / spin down): 0.0771 / 0.3164 Ha
<S²>: 0.75
E_tot: -16708.466 eV
2S+1: 2

***

No. 7
The following is a DFT calculation (the ωB97M-V functional and the def2-TZVPD basis) of C20H20AlF5IO6 as an isolated structure at a distorted geometry.

Last column: Löwdin charge in e.
Element x y z (Å)
C: 5.473 -0.271 1.847  -0.120
O: 4.574 0.265 0.867  -0.230
C: 3.357 0.756 1.459  -0.160
C: 2.166 0.157 0.654  -0.070
C: 2.304 -1.238 0.176  0.056
C: 1.224 -1.922 -0.557  -0.111
C: 1.511 -3.412 -0.947  -0.022
C: 0.408 -4.288 -0.220  -0.380
O: -0.273 -3.885 0.659  0.155
F: 0.192 -5.623 -0.609  0.036
C: -0.069 -1.251 -0.872  -0.036
C: -1.250 -1.940 -1.605  -0.109
O: -0.878 -2.940 -2.576  -0.042
C: -0.284 -2.403 -3.703  -0.494
C: 0.402 -3.460 -4.660  0.007
O: -0.286 -1.243 -4.016  0.127
C: -0.182 0.134 -0.394  0.021
C: 0.904 0.820 0.355  0.006
C: 0.650 2.292 0.870  -0.279
O: 1.498 3.148 0.901  0.115
C: -0.828 2.545 1.335  0.066
C: -1.821 1.914 0.647  -0.144
C: -3.333 2.022 1.016  -0.119
C: -3.812 0.534 1.345  -0.306
C: -3.123 -0.054 2.632  -0.621
I: -4.050 -1.986 3.127  0.651
C: -1.474 1.013 -0.595  -0.263
O: -2.128 1.044 -1.609  0.119
H: 5.066 -1.245 2.260  0.094
H: 5.605 0.486 2.671  0.095
H: 6.443 -0.471 1.318  0.094
H: 3.310 0.404 2.537  0.134
H: 3.385 1.873 1.497  0.126
H: 3.259 -1.767 0.388  0.111
H: 1.425 -3.485 -2.062  0.106
H: 2.524 -3.703 -0.560  0.128
H: -1.960 -1.231 -2.107  0.131
H: -1.866 -2.471 -0.819  0.145
H: 0.349 -4.482 -4.179  0.083
H: -0.229 -3.507 -5.586  0.090
H: 1.465 -3.204 -4.883  0.089
H: -1.029 3.189 2.219  0.134
H: -3.432 2.583 1.984  0.120
H: -3.963 2.517 0.239  0.128
H: -4.923 0.491 1.528  0.094
H: -3.605 -0.183 0.506  0.091
H: -2.035 -0.282 2.510  0.041
H: -3.235 0.607 3.536  0.056
F: -2.060 5.042 0.756  -0.211
Al: -1.484 6.633 0.294  -0.017
F: -0.792 7.425 1.691  -0.240
F: -2.823 7.581 -0.312  -0.241
F: -0.270 6.472 -0.952  -0.236

## Properties
Charge: -1
Molecular weight: 605.250 g/mol
Orbital gap: 0.3211 Ha
E_tot: -61642.974 eV

***

> Among the records above, which one has the lowest molecular weight?

C5H9NO

***

> Which of these has the lowest E_tot?

C28H46N8PS4Y

***

> Among the records above, which one has the highest E_tot?

C5H9NO